Record 1
ORCA calculation (ωB97M-V/def2-TZVPD) on 2 unconnected molecules or ions with the total composition CH7NOS2 at a distorted geometry.

Its SMILES is NCO.SS.

Geometry as XYZ:
```
12
CH7NOS2 | the Open Molecules 2025 dataset | ωB97M-V/def2-TZVPD
S -3.28 -0.49 0.27
S -2.03 0.83 -0.81
O 2.07 -0.42 1.08
N 1.05 -0.01 -1.06
C 1.07 0.31 0.33
H 0.57 -0.90 -1.22
H 0.12 0.06 0.77
H 1.36 1.33 0.56
H -2.23 -1.17 0.76
H 1.92 -1.37 0.99
H -2.57 1.89 -0.19
H 1.96 -0.06 -1.49
```

Here are the natural (NBO) charges for atoms 1 to 4, given in e: atom 1 (S): -0.134, atom 2 (S): -0.118, atom 3 (O): -0.749, atom 4 (N): -0.846



Record 2
ORCA calculation (ωB97M-V/def2-TZVPD) on 2 unconnected molecules or ions with the total composition C4H5O2 at a distorted geometry.

As for the total charge: +1.

Geometry as XYZ:
```
11
C4H5O2 | the Open Molecules 2025 dataset | ωB97M-V/def2-TZVPD
O -0.25 -1.65 0.20
O -3.27 0.84 -0.08
C -2.48 0.01 -0.02
C 1.31 0.17 -0.24
C 0.94 -1.16 0.07
C 0.51 1.25 0.02
H 0.84 2.27 -0.02
H -0.64 1.12 0.17
H 1.62 -2.06 0.13
H 2.44 0.24 -0.46
H -1.03 -1.01 0.22
```

Here are the natural (NBO) charges for atoms 1 to 4, given in e: atom 1 (O): -0.555, atom 2 (O): -0.379, atom 3 (C): 0.498, atom 4 (C): -0.400



Record 3
ORCA calculation (ωB97M-V/def2-TZVPD) on C21H27N3O4 in the gas phase.

Its SMILES is COc1cc(C(C)=O)ccc1OC[C@@H](O)CN1CCN(c2ccccn2)CC1.

Geometry as XYZ:
```
55
C21H27N3O4 | the Open Molecules 2025 dataset | ωB97M-V/def2-TZVPD
O -3.05 0.53 2.19
O 2.25 2.13 0.74
O 0.02 1.89 2.01
O 1.11 2.12 -4.18
N -1.54 -1.97 2.49
N 0.04 -3.14 0.66
N -0.10 -1.93 -1.28
C -0.91 -0.67 2.30
C -0.64 -2.98 3.00
C 2.59 -1.30 -1.22
C -1.26 1.91 -1.45
C 0.03 2.09 -3.61
C 0.51 -3.29 2.02
C 0.46 -1.22 -2.25
C -1.36 -3.46 0.50
C 2.03 -2.05 -0.20
C 1.14 2.07 -0.04
C -0.09 1.93 0.65
C -2.23 -2.47 1.30
C -1.82 0.44 2.87
C 1.13 2.13 -1.41
C -0.07 2.05 -2.14
C 3.50 2.27 0.10
C 0.66 -2.35 -0.26
C -1.14 1.83 2.81
C -1.26 2.10 -4.39
C -1.27 1.85 -0.07
C 1.79 -0.87 -2.27
H -1.60 -3.42 -0.56
H 0.88 -4.31 2.18
H 3.56 3.21 -0.46
H -2.50 -1.63 0.66
H -3.48 -0.34 2.24
H -2.02 0.20 3.93
H 0.03 -0.62 2.85
H 2.19 -0.29 -3.09
H -0.78 2.10 3.81
H 4.24 2.28 0.90
H -1.81 1.18 -4.21
H -2.20 1.83 -1.97
H 2.65 -2.42 0.60
H -1.89 2.56 2.49
H 1.33 -2.60 2.20
H -0.71 -0.46 1.25
H 3.64 -1.07 -1.20
H 2.04 2.25 -1.98
H -3.16 -2.97 1.62
H -1.04 2.17 -5.45
H -1.88 2.94 -4.09
H -1.51 -4.49 0.87
H -2.21 1.72 0.45
H 3.70 1.43 -0.57
H -0.22 -0.93 -3.04
H -1.24 -3.88 3.19
H -0.24 -2.64 3.96
```

Here are the natural (NBO) charges for atoms 1 to 4, given in e: atom 1 (O): -0.732, atom 2 (O): -0.483, atom 3 (O): -0.483, atom 4 (O): -0.562



Record 4
ORCA calculation (ωB97M-V/def2-TZVPD) on a molecular structure, C37H36GeLiN7O3S3.

As for the total charge: -2.

Geometry as XYZ:
```
88
C37H36GeLiN7O3S3 | the Open Molecules 2025 dataset | ωB97M-V/def2-TZVPD
Ge 0.73 -0.55 -2.12
S 1.90 2.85 -0.22
S -3.32 3.62 -2.06
S 0.62 0.77 3.46
O -0.48 1.68 3.65
O -1.47 2.19 -0.25
O 1.95 1.35 3.65
N 0.43 -2.02 1.01
N 2.18 -1.49 2.53
N 3.61 1.50 1.32
N 0.03 -3.45 7.65
N -1.79 3.39 0.15
N 0.38 -0.01 2.10
N 4.05 1.51 -0.94
C 3.23 -0.24 -3.82
C 2.20 -3.57 1.36
C 1.41 -1.82 6.48
C -1.31 -4.95 -2.34
C -1.90 -3.88 -1.68
C -0.75 -1.09 4.91
C 3.27 1.90 0.09
C -2.92 5.46 -0.07
C 0.47 -0.47 4.73
C 4.59 -2.41 -2.77
C -0.03 0.18 -3.83
C -1.28 3.83 1.33
C 4.60 0.48 1.61
C -0.11 -4.76 -3.00
C 5.11 0.52 -0.80
C 0.14 -0.40 -5.09
C 2.59 -1.00 -2.83
C -0.90 -2.08 5.86
C 2.73 -2.67 2.26
C -1.41 1.89 -4.88
C -1.55 5.07 1.84
C 3.33 -2.07 -2.30
C -2.40 5.91 1.11
C 1.01 -3.17 0.75
C -2.64 4.18 -0.61
C 4.81 -0.39 0.38
C -0.04 -2.43 -2.31
C 1.03 -1.19 1.89
C -0.82 1.33 -3.75
C 0.51 -3.51 -2.98
C 5.19 -1.66 -3.78
C -1.21 1.31 -6.13
C -0.43 0.16 -6.23
C 1.55 -0.84 5.52
C 0.18 -2.46 6.66
C 4.51 -0.56 -4.29
C -1.27 -2.65 -1.66
Li -0.01 1.09 0.10
H -1.86 -2.57 6.00
H -1.72 -1.83 -1.11
H -3.59 6.07 -0.66
H -0.28 -0.31 -7.20
H 2.89 -2.68 -1.52
H -1.01 1.78 -2.78
H 2.95 1.72 2.06
H 5.11 -3.27 -2.35
H 2.25 -2.11 7.09
H -1.80 -5.93 -2.35
H 6.18 -1.92 -4.15
H 6.08 1.02 -0.65
H 0.73 -1.31 -5.19
H 0.36 -5.59 -3.53
H 2.50 -0.35 5.35
H -2.65 6.90 1.47
H -1.11 5.35 2.78
H 3.90 -0.96 0.18
H 4.96 0.04 -5.06
H -0.66 3.11 1.83
H 0.89 -3.94 7.85
H 3.63 1.63 -1.84
H 1.45 -3.40 -3.51
H 5.63 -1.09 0.54
H -0.71 -4.11 7.44
H 2.67 -4.51 1.14
H -2.02 2.78 -4.78
H 5.16 -0.04 -1.73
H -1.59 -0.80 4.28
H 0.51 -3.81 0.03
H 5.54 0.94 1.91
H 2.71 0.59 -4.26
H 3.66 -2.89 2.79
H 4.21 -0.11 2.44
H -2.84 -4.01 -1.16
H -1.66 1.74 -7.01
```

Here are the Mulliken charges for atoms 1 to 4, given in e: atom 1 (Ge): 0.705, atom 2 (S): -0.399, atom 3 (S): -0.441, atom 4 (S): 1.652



Record 5
ORCA calculation (ωB97M-V/def2-TZVPD) on C5H12N2O in the gas phase at a distorted geometry.

Its SMILES is C[C@@H](O)[C@@H]1[C@H](C)N1N.

Geometry as XYZ:
```
20
C5H12N2O | the Open Molecules 2025 dataset | ωB97M-V/def2-TZVPD
O -0.95 0.05 -2.29
N 0.34 0.25 1.16
N 0.39 1.27 2.15
C 0.09 0.65 -0.16
C -2.34 -0.14 -0.28
C 2.03 -1.13 -0.18
C -0.92 -0.31 -0.89
C 1.42 0.17 0.19
H -0.27 1.76 -0.27
H -1.82 -0.10 -2.71
H 2.39 -1.40 -1.30
H 1.43 -2.12 0.12
H -2.85 0.78 -0.42
H 1.10 1.99 1.95
H 0.75 0.83 3.00
H 2.12 1.01 0.20
H -2.15 -0.26 0.81
H -0.51 -1.31 -0.91
H -3.25 -0.84 -0.63
H 3.00 -1.16 0.45
```

Here are the natural (NBO) charges for atoms 1 to 4, given in e: atom 1 (O): -0.749, atom 2 (N): -0.263, atom 3 (N): -0.651, atom 4 (C): -0.087



Record 6
ORCA calculation (ωB97M-V/def2-TZVPD) on a molecular structure, C35H43N8O3PPbS4Sb at a distorted geometry.

Its multiplicity is 2.

Geometry as XYZ:
```
96
C35H43N8O3PPbS4Sb | the Open Molecules 2025 dataset | ωB97M-V/def2-TZVPD
Pb 0.48 -0.05 0.18
Sb 1.86 -2.08 3.13
S 0.69 -0.10 3.14
S -3.13 1.09 -1.13
S -0.50 -4.36 3.21
S 2.13 -2.19 0.82
P -1.10 2.39 1.87
O 1.82 -6.01 -3.71
O 2.56 1.19 -0.67
O 0.73 -7.02 -2.00
N -2.02 5.05 2.04
N -1.06 4.13 4.08
N 0.24 0.08 -2.54
N -0.14 -2.20 -1.24
N -1.19 -1.82 1.16
N -3.26 3.41 3.35
N -2.79 2.92 -2.99
N -4.13 3.52 -1.21
C -1.97 -1.53 2.25
C -3.33 4.59 2.50
C 4.74 3.85 -1.71
C 1.13 0.21 -5.15
C 3.78 -1.23 -2.20
C 5.75 1.76 -2.30
C 2.40 3.68 0.99
C 0.32 1.24 -3.17
C 0.55 -1.04 -3.19
C 0.59 -4.67 -2.20
C 0.77 -3.54 -2.97
C -1.40 -4.19 1.63
C 4.91 -0.43 -1.58
C -1.18 5.29 3.21
C -1.41 4.10 1.13
C 4.73 1.06 -1.70
C -2.39 3.70 4.48
C -3.38 2.57 -1.82
C -0.01 -4.56 -0.95
C -0.99 -3.05 0.80
C 1.12 -6.09 -2.71
C -2.57 -2.46 3.02
C 3.59 1.77 -1.13
C 5.11 -0.77 -0.10
C 0.39 -2.30 -2.45
C 0.99 -1.01 -4.52
C 3.68 3.22 -1.13
C -2.82 2.24 2.62
C -2.24 -3.87 2.82
C 5.77 3.15 -2.33
C 2.63 4.09 -0.46
C 0.77 1.37 -4.47
C -0.31 3.06 3.45
C 1.32 4.10 -1.25
C -0.36 -3.29 -0.50
H 1.52 4.20 -2.32
H -0.14 -5.46 -0.37
H -2.13 -0.48 2.40
H 3.03 5.11 -0.47
H 6.04 -0.34 0.28
H 1.50 0.26 -6.16
H -0.21 2.23 4.15
H 3.96 -2.30 -2.09
H 1.24 -3.66 -3.93
H 2.84 -0.99 -1.71
H 0.69 4.93 -0.94
H 4.29 -0.38 0.49
H -4.39 4.37 -1.69
H -2.30 2.81 5.11
H 0.84 2.34 -4.93
H -4.68 3.22 -0.43
H -3.53 2.02 1.82
H 5.84 -0.70 -2.11
H -3.06 3.75 -3.49
H 3.35 3.59 1.52
H 0.69 3.41 3.20
H -2.30 2.20 -3.49
H -3.26 -2.19 3.80
H 6.59 3.68 -2.79
H -2.81 1.39 3.31
H 3.69 -1.00 -3.27
H -0.18 5.59 2.87
H -0.45 4.50 0.81
H 1.25 -1.92 -5.04
H -1.53 -5.14 1.15
H -2.95 -4.61 3.17
H 1.80 4.43 1.51
H 5.15 -1.85 0.04
H -1.62 6.11 3.79
H 1.89 2.72 1.04
H 4.78 4.94 -1.69
H 6.57 1.21 -2.75
H -3.95 4.37 1.63
H 0.79 3.17 -1.07
H -2.04 3.99 0.25
H -2.84 4.51 5.06
H 0.02 2.11 -2.60
H -3.79 5.40 3.08
```

Here are the Mulliken charges for atoms 1 to 4, given in e: atom 1 (Pb): 1.359, atom 2 (Sb): 0.634, atom 3 (S): -0.363, atom 4 (S): -0.223



| no. | molar mass (g/mol) | calculated total energy (hartree) |
| --- | --- | --- |
| 1 | 113.21 | -968.63718 |
| 2 | 85.08 | -305.54410 |
| 3 | 385.46 | -1281.61714 |
| 4 | 802.49 | -5319.70061 |
| 5 | 116.16 | -382.33718 |
| 6 | 1111.98 | -4390.51596 |